No. 1
Entry from OMol25: a cluster of 2 separate species, C5H7ClSi in total (ωB97M-V/def2-TZVPD).

CARTESIAN COORDINATES (ANGSTROEM)
C (1.681, -1.821, -1.653)
C (1.048, -1.338, -0.734)
C (-1.463, -0.554, 0.652)
C (-2.171, -0.386, -0.451)
C (1.296, 2.500, 0.389)
Si (0.334, -0.951, 0.928)
Cl (-3.877, -0.106, -0.379)
H (2.202, -2.191, -2.478)
H (-2.101, -0.456, 1.622)
H (-1.681, -0.648, -1.345)
H (1.902, 2.271, 1.283)
H (1.663, 2.157, -0.649)
H (0.759, 3.387, 0.674)
H (0.407, -1.866, 2.141)

Cartesian forces, eV/Å:
C -1.0 0.9 1.2
C 0.6 -1.0 0.4
C -1.1 0.2 3.0
C 0.2 -0.6 1.0
C 1.7 -0.8 0.0
Si -0.8 0.6 -0.6
Cl 0.2 0.1 -0.5
H 0.5 -0.3 -0.7
H 1.3 0.0 -1.5
H -0.2 0.2 -1.6
H 0.0 -0.5 -0.9
H -1.0 0.9 2.0
H -0.7 0.2 -1.0
H 0.3 0.2 -0.9

Output
* ΔE to the lowest compared entry with this formula, charge and spin: 365.6 kJ/mol
* Kohn-Sham gap (alpha / beta): 7.94 / 7.48 eV

No. 2
Entry from OMol25: a structure of composition C5H7CrO3 (ωB97M-V/def2-TZVPD).

CARTESIAN COORDINATES (ANGSTROEM)
C (-0.650, 0.727, 1.966)
H (1.066, 1.177, 2.332)
H (-1.554, 0.367, 2.474)
C (0.599, 0.084, 2.290)
H (0.675, -0.413, 3.272)
C (-2.240, 1.322, -0.034)
C (-1.025, 1.445, 0.601)
O (0.405, -1.054, -0.839)
C (1.435, -0.830, -1.570)
O (1.507, -0.572, -2.749)
O (2.480, -0.534, -0.702)
H (-2.632, 2.136, -0.645)
H (-2.720, 0.342, -0.090)
H (-0.523, 2.415, 0.499)
H (3.139, 0.059, -1.084)
Cr (1.370, -1.284, 0.955)

Cartesian forces, eV/Å:
C -2.4 -1.7 -2.6
H 1.2 -2.3 -0.2
H 0.2 0.1 -0.2
C 0.3 3.6 0.1
H -0.4 0.3 -0.1
C 2.1 -0.5 0.5
C -1.2 0.6 2.6
O 0.4 -1.5 0.2
C -2.4 2.4 -1.0
O 0.6 -0.8 0.3
O 2.0 0.0 0.4
H 0.3 -0.4 -0.1
H -0.3 0.5 0.5
H 0.1 -0.3 -0.2
H 0.0 -0.3 -0.3
Cr -0.6 0.3 0.3

Output
* ΔE to the lowest compared entry with this formula, charge and spin: 102.4 kJ/mol
* Kohn-Sham gap (alpha / beta): 6.13 / 8.48 eV
* spin multiplicity: 6

No. 3
Entry from OMol25: a structure of composition C5H7CsF5NS (ωB97M-V/def2-TZVPD).

CARTESIAN COORDINATES (ANGSTROEM)
F (-3.218, -0.390, -2.070)
C (-2.246, -0.196, -1.193)
F (-2.741, 0.710, -0.359)
F (-1.242, 0.331, -1.816)
C (-1.883, -1.546, -0.461)
F (-2.197, -2.532, -1.354)
F (-2.821, -1.666, 0.585)
N (-0.613, -1.702, -0.114)
C (-0.128, -0.657, 0.766)
C (1.205, -0.120, 0.196)
C (1.206, 1.394, -0.171)
S (2.235, 2.383, 0.991)
H (-0.848, 0.137, 0.995)
H (0.116, -1.130, 1.734)
H (1.419, -0.669, -0.714)
H (2.032, -0.352, 0.880)
H (1.686, 1.488, -1.138)
H (0.206, 1.801, -0.241)
H (3.071, 1.486, 1.651)
Cs (4.761, 1.230, 1.831)

Cartesian forces, eV/Å:
F -0.8 -0.2 -1.3
C -1.9 -1.9 1.3
F 0.0 1.3 1.1
F 1.9 1.0 -1.1
C 1.4 -0.2 -0.6
F -0.7 -0.3 -0.3
F -0.7 0.1 0.1
N 0.5 0.7 0.6
C 0.5 -1.3 0.0
C -0.2 0.8 0.1
C 1.0 -1.2 0.1
S -0.8 0.5 0.3
H 0.2 0.2 -0.1
H -0.1 0.3 0.2
H -0.2 -0.2 -0.1
H 0.1 0.1 0.1
H 0.0 0.3 -0.2
H -0.1 0.2 0.4
H -7.2 1.4 -1.7
Cs 7.2 -1.6 1.1

Output
* Kohn-Sham gap: 3.97 eV

No. 4
Entry from OMol25: a structure of composition C5H7CuNO7 (ωB97M-V/def2-TZVPD).

CARTESIAN COORDINATES (ANGSTROEM)
Cu (3.579, -15.647, -12.967)
C (1.918, -13.292, -9.378)
O (0.859, -12.703, -9.441)
O (2.488, -13.515, -10.446)
O (2.562, -13.466, -8.345)
C (1.790, -15.119, -16.258)
O (1.368, -14.452, -15.301)
O (1.473, -15.080, -17.466)
O (2.673, -15.876, -15.932)
C (7.957, -16.857, -14.086)
O (7.078, -17.028, -13.275)
N (8.168, -17.653, -15.136)
C (9.414, -17.501, -15.929)
C (7.245, -18.758, -15.400)
H (8.658, -16.008, -14.096)
H (9.682, -18.444, -16.405)
H (10.180, -17.221, -15.206)
H (9.110, -16.818, -16.721)
H (6.707, -19.130, -14.528)
H (6.594, -18.460, -16.222)
H (7.793, -19.603, -15.820)

Cartesian forces, eV/Å:
Cu -0.9 0.5 -0.7
C 1.7 0.9 0.3
O -5.4 2.1 0.5
O 2.3 -2.0 -5.6
O 1.7 -1.3 4.8
C -1.9 2.5 0.3
O -2.9 3.0 1.5
O -1.5 0.6 -2.7
O 6.9 -6.3 1.7
C -0.4 0.2 0.4
O 0.1 0.3 0.3
N 0.6 -1.7 -0.5
C -2.0 -0.3 0.5
C 0.5 -0.1 -0.9
H 0.1 0.2 0.4
H 0.0 -0.1 0.2
H 0.3 0.5 -0.7
H 1.1 0.4 -0.1
H 0.0 0.6 0.0
H -0.6 0.0 0.3
H 0.4 -0.1 0.2

Output
* Kohn-Sham gap: 1.38 eV
* net charge: -3

Calculated total energy
In order: -25692.068 -39857.785 -31754.244 -65750.227
Unit: eV